54
Properties=species:S:1:pos:R:3:forces:R:3:mulliken_charge:R:1 method="wB97M-V/def2-TZVPD" mol_weight_g_mol=747.6 de_lowest_kj_mol=47.9 energy_ev=-110458.2046 homo_ev=-8.88 orbital_gap_ev=7.729 charge=0
Rh -0.215 0.018 -0.500 -0.20 -0.66 1.34 -0.331
O 2.639 -2.604 0.750 -0.02 -0.08 0.04 -0.619
C 1.673 -2.060 0.266 0.41 0.89 0.01 -0.468
N 1.511 -0.702 0.035 1.64 -0.72 0.47 1.179
C 2.626 0.129 0.086 -0.22 -0.85 -0.19 -0.459
O 3.783 -0.205 0.019 0.04 0.07 0.05 -0.633
C 2.245 1.555 0.224 0.09 0.97 0.09 0.660
C 3.212 2.546 0.124 -0.09 -0.33 0.06 -0.763
C 2.822 3.864 0.256 -0.09 0.17 0.06 -0.433
C 1.494 4.152 0.539 0.18 -0.06 0.06 -0.836
C 0.598 3.105 0.643 -0.19 0.12 0.19 -0.214
N 0.958 1.836 0.468 -0.59 -0.76 -1.17 0.232
C 0.462 -2.846 -0.075 -0.66 -0.81 -0.08 0.973
C 0.436 -4.221 0.131 0.15 0.36 0.05 -1.047
C -0.715 -4.919 -0.172 -0.27 -0.04 -0.10 -0.398
C -1.811 -4.233 -0.684 0.23 -0.09 0.06 -0.834
C -1.700 -2.870 -0.885 -0.27 0.21 -0.12 -0.713
N -0.592 -2.206 -0.580 0.24 1.61 -0.34 0.716
H 4.235 2.253 -0.062 -0.02 -0.02 -0.03 0.531
H 3.547 4.661 0.155 -0.01 0.01 -0.02 0.444
H 1.158 5.171 0.661 -0.05 -0.02 0.03 0.448
H -0.440 3.288 0.888 -0.07 -0.05 -0.16 0.526
H 1.325 -4.693 0.527 0.00 0.01 0.02 0.561
H -0.765 -5.989 -0.016 0.00 0.00 0.00 0.459
H -2.730 -4.743 -0.934 0.00 0.01 -0.02 0.456
H -2.509 -2.283 -1.302 0.01 0.01 0.02 0.567
C -0.072 -1.564 3.240 -0.02 0.02 -0.05 -1.342
C -1.180 -0.759 2.663 0.00 -0.03 -0.03 0.144
N -1.279 -0.305 1.428 0.29 0.12 -0.16 0.422
C -2.504 0.303 1.312 -0.14 -0.09 -0.05 -0.083
C -3.163 0.216 2.504 0.12 0.07 -0.10 0.010
N -2.308 -0.456 3.339 -0.07 0.09 -0.01 -0.067
C -4.472 0.704 3.002 -0.03 -0.05 -0.03 0.454
O -5.237 1.295 2.119 -0.27 0.03 0.39 -0.555
O -4.765 0.538 4.163 0.02 -0.03 0.05 -0.627
C -2.940 0.807 -0.028 0.25 -0.13 0.33 1.016
O -4.056 1.320 -0.147 0.10 -0.03 -0.21 -0.883
O -2.089 0.616 -0.955 -0.87 0.29 -0.40 -0.541
H 0.837 -1.433 2.659 0.02 0.05 0.03 0.216
H -0.342 -2.623 3.222 0.06 0.00 0.03 0.246
H 0.119 -1.275 4.272 0.03 -0.02 0.00 0.486
H -2.533 -0.655 4.302 0.01 -0.01 0.02 0.251
H -4.818 1.324 1.204 0.09 0.05 -0.25 0.440
Cl -0.800 2.939 -2.136 -0.05 0.25 0.16 -0.110
C 0.502 1.953 -2.689 -0.03 -0.37 -0.12 0.758
C 0.577 0.606 -2.304 0.25 -0.27 0.24 -0.331
C 1.459 -0.188 -3.046 -0.12 0.41 0.19 0.679
Cl 1.492 -1.891 -2.802 0.09 -0.28 -0.25 -0.167
C 2.331 0.346 -3.995 -0.02 0.03 0.03 0.043
Cl 3.392 -0.674 -4.876 0.11 -0.03 -0.04 -0.186
C 2.351 1.720 -4.214 -0.06 -0.10 0.01 0.262
Cl 3.508 2.409 -5.275 0.06 0.06 -0.12 -0.192
C 1.402 2.520 -3.591 -0.06 -0.09 0.07 -0.173
Cl 1.343 4.203 -3.932 0.03 0.10 -0.05 -0.174

---

16
Properties=species:S:1:pos:R:3:forces:R:3:mulliken_charge:R:1 method="wB97M-V/def2-TZVPD" smiles=COC(C)(C)C#N mol_weight_g_mol=99.1 de_lowest_kj_mol=135.8 energy_ev=-8867.8050 homo_ev=-10.64 orbital_gap_ev=11.507 charge=0
C 1.995 0.461 -0.193 0.21 0.08 0.13 -0.718
O 0.839 -0.015 -0.856 -0.07 0.02 -0.07 -0.410
C -0.369 0.033 -0.124 -0.16 -0.07 0.04 1.434
C -1.449 -0.480 -1.075 -0.05 0.00 -0.04 -1.551
C -0.329 -0.821 1.147 0.05 -0.05 0.09 -1.463
C -0.665 1.452 0.241 -0.12 0.99 0.25 0.076
N -0.857 2.557 0.527 0.15 -1.12 -0.28 -0.490
H 1.780 1.357 0.404 0.03 -0.11 -0.09 0.345
H 2.433 -0.309 0.454 -0.07 0.10 -0.06 0.242
H 2.715 0.729 -0.970 -0.10 -0.09 0.13 0.262
H -1.280 -1.547 -1.250 -0.01 0.17 -0.01 0.370
H -1.389 0.054 -2.026 -0.02 -0.06 0.13 0.377
H -2.444 -0.341 -0.643 0.16 -0.02 -0.05 0.392
H -1.323 -0.869 1.601 0.13 0.04 -0.07 0.404
H 0.365 -0.427 1.894 -0.06 -0.03 -0.14 0.355
H -0.022 -1.835 0.869 -0.03 0.15 0.04 0.373

---

126
Properties=species:S:1:pos:R:3:forces:R:3:mulliken_charge:R:1 method="wB97M-V/def2-TZVPD" smiles=CCN(CC)CC.CCN(CC)CC.CCN(CC)CC.CCCCCC.CCCCCC.CCCCCC mol_weight_g_mol=562.1 de_lowest_kj_mol=444.7 energy_ev=-43194.0484 homo_ev=-7.81 orbital_gap_ev=8.605 charge=0
C 3.877 3.910 4.309 3.48 -1.36 -0.18 -1.013
C 3.388 4.457 2.943 -0.09 -4.94 0.48 -1.024
N 2.318 3.577 2.367 -1.47 2.21 2.15 0.203
C 1.084 4.275 1.830 3.44 0.16 1.28 -0.330
C 1.384 4.892 0.516 2.57 0.37 -3.09 -0.908
C 2.858 2.496 1.706 -4.38 1.24 -6.58 -0.696
C 1.871 1.349 1.474 -0.63 -0.23 -0.42 -0.674
H 3.190 3.693 5.097 -1.22 0.24 0.05 0.325
H 4.730 4.503 4.868 -1.50 -0.78 -1.56 0.355
H 4.341 2.876 4.094 -0.42 1.42 0.46 0.130
H 4.199 4.563 2.251 0.64 0.24 -0.39 0.316
H 2.949 5.300 3.155 -2.17 5.07 0.63 0.736
H 0.826 5.004 2.632 0.00 -0.25 -0.81 0.377
H 0.258 3.640 1.686 -0.86 -1.30 0.28 0.103
H 0.462 5.231 0.123 -0.84 1.23 -0.54 0.571
H 1.736 4.199 -0.401 -0.68 0.72 2.45 0.005
H 2.230 5.689 0.491 -1.72 -1.00 0.38 0.290
H 3.549 2.166 2.282 5.05 -2.50 3.37 0.682
H 3.308 2.825 0.661 -0.36 -0.76 1.45 0.216
H 2.329 0.590 0.881 1.08 -0.99 0.08 0.221
H 1.003 1.437 0.790 0.06 1.18 0.63 -0.133
H 1.519 0.936 2.426 0.05 0.01 -0.15 0.237
C -0.601 0.441 -6.190 1.51 5.60 -5.79 -1.404
C 0.687 1.121 -5.748 -5.20 -0.78 6.32 -1.074
N 1.215 0.523 -4.463 -0.70 1.39 -0.54 0.688
C 1.461 -0.912 -4.433 2.53 1.59 -0.15 -0.027
C 2.601 -1.300 -5.410 -0.30 -1.76 1.73 -1.395
C 2.289 1.313 -3.884 0.14 1.19 2.90 -0.929
C 2.322 1.170 -2.297 14.17 -2.74 -9.23 -0.201
H -1.277 0.257 -5.532 -4.02 -0.84 4.84 0.192
H -0.572 -0.368 -6.797 1.08 -2.96 -1.61 0.560
H -1.249 1.160 -7.062 1.95 -1.45 2.64 0.244
H 0.527 2.175 -5.559 -0.32 0.19 0.30 0.553
H 1.380 1.090 -6.376 5.76 -0.48 -6.08 0.891
H 0.646 -1.464 -4.861 -1.02 -0.24 0.94 0.323
H 1.823 -1.037 -3.377 -1.02 -0.99 -0.91 -0.175
H 2.287 -0.957 -6.368 0.42 0.24 -0.95 0.314
H 2.585 -2.411 -5.387 0.19 0.46 -0.45 0.433
H 3.606 -1.033 -5.074 -0.19 0.45 -0.39 0.304
H 2.168 2.428 -4.024 -0.16 -1.29 -0.50 0.283
H 3.358 1.083 -3.988 -0.14 -0.22 -1.71 0.243
H 2.833 0.253 -2.054 0.10 -0.42 0.33 0.423
H 1.553 1.198 -1.970 -17.17 0.28 7.16 -1.000
H 2.847 1.927 -1.900 2.27 2.80 1.29 0.815
C -2.210 -2.238 -3.183 -0.25 -2.23 -3.08 -1.112
C -3.598 -2.462 -2.677 -2.10 -4.03 -2.70 -0.530
N -4.610 -1.743 -3.436 -2.04 -1.87 -2.46 0.066
C -6.025 -2.278 -3.481 4.77 -1.10 5.55 -1.176
C -6.713 -2.185 -2.113 3.53 -4.06 -0.68 -1.009
C -4.500 -0.347 -3.309 1.56 0.89 -0.85 1.055
C -5.401 0.553 -4.226 -0.84 -0.59 0.28 -1.526
H -1.752 -1.320 -3.002 0.20 2.01 0.36 0.082
H -2.334 -2.375 -4.339 0.83 0.22 1.88 0.288
H -1.463 -2.923 -2.777 -0.35 -0.48 -0.14 0.490
H -3.616 -2.334 -1.684 -0.38 1.29 4.19 0.467
H -3.963 -3.680 -2.650 1.30 3.04 -0.72 0.217
H -5.905 -3.286 -3.717 0.06 -1.82 -0.49 0.573
H -6.706 -1.918 -4.058 -3.04 3.14 -4.82 0.597
H -7.672 -2.524 -2.129 -2.97 -0.50 -0.18 0.516
H -6.574 -1.302 -1.656 0.15 3.35 1.57 0.304
H -6.174 -2.966 -1.527 -0.36 0.65 0.27 0.139
H -3.385 -0.181 -3.581 -1.81 0.61 0.46 -0.574
H -4.585 -0.257 -2.236 -0.29 1.81 0.67 -0.056
H -5.177 1.629 -4.074 -0.23 -0.72 -0.18 0.359
H -6.515 0.377 -4.304 0.75 0.30 1.73 0.316
H -5.340 0.272 -5.264 1.54 0.08 -0.68 0.448
C -1.114 3.373 -3.003 -7.73 6.19 -1.53 -0.698
C -1.586 3.116 -1.567 4.31 -0.44 0.53 -0.054
C -1.701 1.600 -1.281 -3.26 0.59 -0.28 1.305
C -2.268 1.507 0.140 -4.49 -2.47 -2.37 -1.281
C -2.632 0.017 0.392 -0.64 -0.49 0.04 1.098
C -3.246 -0.299 1.781 -0.26 6.74 -0.68 -1.527
H -1.258 4.642 -3.151 1.69 -3.43 0.27 0.311
H -1.903 3.180 -3.975 1.39 -0.22 3.01 0.183
H -0.331 2.861 -3.323 4.17 -1.56 -0.95 -0.169
H -2.430 3.640 -1.165 -0.98 0.02 -0.69 0.667
H -0.760 3.639 -0.857 -1.30 -1.42 -1.50 -0.352
H -0.962 0.793 -1.294 0.99 1.03 -0.51 -0.040
H -2.457 1.258 -2.070 0.67 0.19 1.12 -0.669
H -3.218 2.141 0.344 1.78 -0.73 -0.32 0.315
H -1.466 1.723 0.680 3.05 1.52 3.23 0.321
H -1.726 -0.626 0.415 -0.25 0.42 -0.89 0.098
H -3.341 -0.242 -0.448 0.91 -0.31 0.86 -0.559
H -3.262 -1.294 2.016 0.01 -2.30 0.94 0.447
H -4.278 0.219 1.804 1.25 -1.26 0.21 0.302
H -2.609 0.453 2.441 -1.17 -2.24 -0.45 0.280
C 2.625 -2.798 -0.066 1.83 1.11 -1.40 -1.296
C 1.277 -3.295 -0.524 -0.09 0.71 0.50 0.131
C 0.414 -3.767 0.715 -0.71 1.93 -1.93 -0.975
C -1.060 -4.132 0.331 0.75 -0.25 1.79 0.337
C -1.930 -4.716 1.508 0.56 -5.89 -5.46 -1.189
C -3.392 -5.100 1.111 0.66 1.83 -2.64 -0.809
H 3.069 -3.622 0.378 1.53 -1.43 1.32 0.505
H 2.627 -1.969 0.624 -0.62 0.14 0.59 0.068
H 3.410 -2.392 -0.827 -1.71 -1.02 0.54 0.265
H 1.398 -4.116 -1.227 -0.04 -0.07 -0.15 0.345
H 0.979 -2.410 -1.062 -1.63 0.03 -0.37 -0.061
H 0.545 -2.999 1.479 -0.54 0.14 0.12 0.275
H 0.912 -4.596 1.084 0.95 -1.96 0.81 0.610
H -0.920 -4.769 -0.581 -1.12 0.66 0.67 0.467
H -1.621 -3.229 0.315 -0.16 1.22 -1.90 -0.409
H -1.923 -4.135 2.270 0.17 4.17 4.97 0.658
H -1.441 -5.651 1.801 -0.03 -0.07 0.36 0.451
H -3.832 -4.059 0.605 0.36 -2.77 1.62 0.014
H -3.972 -5.582 1.944 0.36 0.84 -0.96 0.386
H -3.282 -5.806 0.207 -0.54 0.82 1.46 0.250
C 3.732 1.855 8.763 -3.25 -1.79 2.57 -1.152
C 3.802 0.499 7.980 -1.77 0.47 -0.12 -0.276
C 3.966 0.682 6.435 -1.33 0.99 -0.18 -0.167
C 3.778 -0.555 5.596 3.94 -2.19 2.68 -1.011
C 2.496 -1.061 5.295 1.05 -4.00 -2.54 -0.697
C 2.414 -2.262 4.318 14.84 4.09 1.83 -2.023
H 4.569 2.285 8.389 3.62 1.70 0.68 0.393
H 3.500 1.470 9.987 1.44 1.92 -3.52 0.245
H 3.025 2.740 8.507 0.04 -2.29 0.17 0.277
H 2.807 0.016 8.326 1.79 -0.17 -1.21 0.291
H 4.722 -0.078 8.287 -1.23 0.49 0.24 0.244
H 4.988 1.115 6.118 -1.60 -0.30 0.97 0.348
H 3.108 1.342 5.982 1.67 -0.42 1.13 -0.066
H 4.429 -1.455 5.843 -0.42 0.87 0.94 0.305
H 4.319 -0.331 4.778 1.23 0.99 -3.75 0.489
H 1.957 -0.284 5.053 -3.21 4.14 -2.79 0.628
H 1.966 -1.296 6.086 -2.13 -1.82 4.68 0.570
H 2.963 -2.021 3.365 -0.82 -0.49 0.75 0.145
H 1.643 -2.640 4.233 -14.53 -4.98 -2.44 1.131
H 2.804 -3.356 4.690 0.65 2.80 -0.14 0.340